Record 1
C17H41BCl2O11P2SSi2 as an isolated structure, computed with ωB97M-V/def2-TZVPD.

E_HOMO = -7.9 eV
LUMO energy = -2.8752 eV
Kohn-Sham gap = 5.07 eV
M = 653.41 g/mol
energy above the lowest of the compared OMol25 structures with the same formula, charge and spin = 16.407 eV

Positions of all 77 atoms, in Å:
C 0.34 -2.58 5.13
C 1.35 -3.08 4.14
Si 1.58 -2.13 2.43
C -0.17 -2.34 1.56
O 2.71 -2.91 1.35
Si 4.35 -2.94 1.96
C 4.59 -3.94 3.60
C 5.38 -3.94 0.61
S 7.15 -3.35 0.48
C 8.09 -3.63 2.09
C 8.24 -5.21 2.49
B 5.22 -1.18 1.99
O 5.91 -0.66 3.19
O 5.16 -0.44 0.68
C 4.94 0.99 0.90
C 1.80 -0.23 2.64
Cl 1.02 0.85 1.29
C 2.50 0.49 3.73
C 3.17 -0.34 4.97
Cl 2.61 2.37 3.79
H 0.59 -1.97 6.10
H -0.79 -2.90 4.90
H 1.93 -4.05 4.43
H -0.10 -1.68 0.58
H -0.44 -3.46 1.36
H -0.95 -1.80 2.27
H 3.99 -4.96 3.55
H 5.76 -4.16 3.67
H 4.22 -3.39 4.57
H 5.29 -5.09 0.91
H 4.82 -3.77 -0.43
H 7.54 -3.01 2.95
H 9.18 -3.20 1.94
H 9.11 -5.27 3.30
H 7.28 -5.66 3.02
H 8.54 -5.92 1.59
H 5.50 0.19 3.53
H 5.94 1.55 0.62
H 4.13 1.33 0.08
H 4.49 1.28 1.94
H 2.28 -0.66 5.70
H 3.81 0.44 5.60
H 3.84 -1.25 4.66
C -0.02 1.75 -1.53
O 0.18 2.56 -2.66
P -1.21 2.67 -3.68
O -0.64 1.57 -4.58
O -0.71 4.14 -4.23
C 0.65 4.33 -4.60
O -2.60 2.77 -4.70
C -3.68 3.48 -4.12
H 0.88 1.76 -0.92
H -0.86 2.13 -0.94
H -0.24 0.72 -1.83
H 1.11 3.40 -4.94
H 1.19 4.72 -3.74
H 0.70 5.06 -5.40
H -3.38 4.50 -3.87
H -4.01 2.96 -3.21
H -4.51 3.51 -4.83
C -10.84 1.07 -1.87
O -10.35 2.29 -2.39
P -8.75 2.16 -3.03
O -8.17 2.69 -1.71
O -9.05 3.43 -4.05
C -9.68 4.59 -3.55
O -7.15 2.03 -3.68
C -7.08 1.24 -4.85
H -11.86 1.22 -1.51
H -10.85 0.31 -2.65
H -10.22 0.74 -1.04
H -9.50 4.74 -2.48
H -10.76 4.51 -3.72
H -9.31 5.46 -4.09
H -7.72 1.67 -5.63
H -7.41 0.22 -4.63
H -6.05 1.22 -5.20

Record 2
A 2-piece molecular cluster, C3H10NS overall, computed with ωB97M-V/def2-TZVPD.

E_HOMO = -12.2 eV
LUMO energy = -6.5735 eV
Kohn-Sham gap = 5.62 eV
M = 92.19 g/mol
total charge = +1
energy above the lowest of the compared OMol25 structures with the same formula, charge and spin = 2.356 eV

Positions of all 15 atoms, in Å:
C 1.06 -0.81 -3.49
N 1.41 0.24 -2.84
H 1.88 -1.23 -4.08
H 0.08 -1.22 -3.30
H 1.18 0.41 -1.86
H 2.12 0.88 -3.20
C -0.93 -0.65 2.47
C -1.14 0.83 2.31
S -0.65 1.45 0.66
H -1.54 -1.18 3.20
H -1.21 -1.13 1.53
H 0.11 -1.00 2.54
H -0.71 1.52 3.02
H -2.23 0.96 2.34
H 0.58 0.93 0.71

Record 3
A 8-piece molecular cluster, C15H31Cl2F12N3O9S overall, computed with ωB97M-V/def2-TZVPD.

E_HOMO = -14.3 eV
LUMO energy = -7.1020 eV
Kohn-Sham gap = 7.19 eV
M = 728.37 g/mol
total charge = +2
energy above the lowest of the compared OMol25 structures with the same formula, charge and spin = 2.170 eV

Positions of all 73 atoms, in Å:
N 3.03 0.97 3.48
H 2.05 0.72 3.43
H 3.53 0.18 3.11
H 3.25 1.15 4.45
H 3.33 1.72 2.88
N 2.25 1.99 -0.99
H 3.00 2.16 -0.34
H 2.56 1.29 -1.65
H 2.03 2.87 -1.44
H 1.49 1.63 -0.43
N -0.57 4.34 3.00
H -0.39 4.96 2.22
H 0.26 4.44 3.56
H -0.77 3.40 2.69
H -1.27 4.77 3.58
C -1.62 -0.73 1.20
F -1.09 -1.76 0.58
F -2.52 -0.18 0.35
F -2.35 -1.20 2.24
S -0.26 0.53 1.76
O 0.52 0.72 0.57
O -0.94 1.73 2.28
O 0.54 0.03 2.84
C 2.79 -2.14 -0.83
C 3.19 -1.73 0.62
O 4.16 -2.69 1.17
C 4.75 -2.53 2.34
O 4.78 -1.47 2.99
C 5.71 -3.71 2.68
F 6.93 -3.51 2.17
F 5.90 -3.83 3.95
F 5.29 -4.86 2.13
H 2.58 -3.20 -0.74
H 3.58 -1.92 -1.54
H 1.88 -1.64 -1.14
H 2.32 -1.59 1.26
H 3.45 -0.68 0.57
C -2.40 2.61 -0.61
C -1.64 3.61 -1.32
O -1.88 3.43 -2.75
C -0.96 2.91 -3.59
O 0.10 2.43 -3.20
C -1.34 3.03 -5.08
F -2.35 3.91 -5.22
F -0.33 3.68 -5.78
F -1.50 1.79 -5.61
H -2.16 2.55 0.45
H -2.04 1.64 -0.96
H -3.47 2.68 -0.83
H -0.60 3.37 -1.09
H -1.90 4.58 -0.92
C -2.45 -1.16 -2.54
C -3.02 -0.03 -3.43
O -4.44 -0.14 -3.82
C -4.69 -1.10 -4.69
O -3.81 -1.77 -5.27
C -6.16 -1.36 -5.07
F -6.59 -2.37 -4.36
F -7.00 -0.37 -4.73
F -6.23 -1.63 -6.43
H -2.41 -2.12 -3.05
H -3.13 -1.22 -1.69
H -1.44 -0.89 -2.23
H -2.35 0.15 -4.26
H -3.04 0.86 -2.81
Cl 2.05 -1.99 4.91
C 0.68 -2.90 4.21
C 0.81 -4.35 4.76
Cl -0.65 -5.34 4.43
H 0.92 -2.91 3.15
H -0.34 -2.52 4.32
H 0.86 -4.36 5.85
H 1.55 -4.94 4.23

Record 4
A 2-piece molecular cluster, H5NSSi overall, computed with ωB97M-V/def2-TZVPD.

E_HOMO (spin up / spin down) = -7.2 / -8.7 eV
LUMO energy (spin up / spin down) = -1.2918 / -0.4890 eV
Kohn-Sham gap (spin up / spin down) = 5.95 / 8.24 eV
M = 79.20 g/mol
energy above the lowest of the compared OMol25 structures with the same formula, charge and spin = 2.392 eV

Positions of all 8 atoms, in Å:
N -0.03 -1.36 -1.70
Si -0.01 1.17 1.65
S 1.05 -0.08 -1.35
H -0.81 -1.01 -2.33
H -0.48 -1.83 -0.93
H 0.87 0.02 2.06
H 0.72 2.40 1.36
H -1.31 0.69 1.24

Q: energy above the lowest of the compared OMol25 structures with the same formula, charge and spin of number 4 (H5NSSi)?
A: 2.392 eV